a:
Molecular formula: C4H10O3
Method: DFT, wB97M-V/def2-TZVPD

Values from the calculation:
Orbital gap, eV: 10.152
Lowest unoccupied orbital energy, eV: 0.52
Net charge: 0
Molar mass, u: 106.1

Last columns: bonded neighbours and bond lengths (Å).
Atoms and positions in Å:
1 O 3.02 1.20 -0.95  C2 1.161
2 C 1.96 1.57 -0.66  O1 1.161, C3 1.531, H7 1.119
3 C 1.01 0.49 -0.15  C2 1.531, C4 1.637, H8 1.142, H9 1.125
4 C -0.41 0.45 -0.97  C3 1.637, C5 1.513, H10 1.125, H11 1.143
5 C -1.42 -0.44 -0.29  C4 1.513, O6 1.513, H12 1.104, H13 1.143
6 O -2.66 -0.53 -1.15  C5 1.513, H14 0.998
7 H 1.47 2.58 -0.67  C2 1.119
8 H 1.41 -0.56 0.08  C3 1.142
9 H 0.58 0.67 0.87  C3 1.125
10 H -0.15 0.33 -2.06  C4 1.125
11 H -0.91 1.47 -0.96  C4 1.143
12 H -1.79 -0.06 0.69  C5 1.104
13 H -1.07 -1.51 -0.06  C5 1.143
14 H -3.05 0.39 -1.15  O6 0.998
15 O 0.60 -1.69 2.25  H16 0.992, H17 0.970
16 H 1.43 -1.96 2.71  O15 0.992
17 H -0.01 -2.42 2.46  O15 0.970

***

b:
Molecular formula: C4H10O3
Method: DFT, wB97M-V/def2-TZVPD

Values from the calculation:
Orbital gap, eV: 9.574
Lowest unoccupied orbital energy, eV: 0.59
Net charge: 0
Molar mass, u: 106.1

Last columns: bonded neighbours and bond lengths (Å).
Atoms and positions in Å:
1 C -0.53 1.92 -1.95  C2 1.345, H6 1.078, H7 1.084
2 C 0.48 1.32 -1.30  C1 1.345, C3 1.479, H8 1.081
3 C 0.51 1.16 0.18  C2 1.479, C4 1.330, H9 1.093
4 C -0.49 0.77 0.96  C3 1.330, O5 1.402, H10 1.075
5 O -0.34 1.07 2.32  C4 1.402, H11 0.953
6 H -0.64 1.90 -3.02  C1 1.078
7 H -1.45 1.98 -1.37  C1 1.084
8 H 1.36 0.95 -1.81  C2 1.081
9 H 1.35 1.59 0.73  C3 1.093
10 H -1.49 0.43 0.76  C4 1.075
11 H -0.66 0.30 2.79  O5 0.953
12 O -0.13 -2.49 1.76  H13 0.951, H14 0.964
13 H 0.05 -3.18 1.13  O12 0.951
14 H 0.61 -2.31 2.35  O12 0.964
15 O 0.30 -2.12 -1.24  H16 0.956, H17 0.945
16 H 0.51 -1.48 -1.92  O15 0.956
17 H 0.54 -1.79 -0.38  O15 0.945

***

c:
Molecular formula: C4H10O3
Method: DFT, wB97M-V/def2-TZVPD

Values from the calculation:
Orbital gap, eV: 8.972
Lowest unoccupied orbital energy, eV: 0.54
Net charge: 0
Molar mass, u: 106.1

Last columns: bonded neighbours and bond lengths (Å).
Atoms and positions in Å:
1 C 0.26 0.46 -1.55  C2 1.356, H6 1.093, H7 1.092
2 C -0.91 0.73 -0.93  C1 1.356, C3 1.477, H8 1.097
3 C -1.69 -0.12 0.00  C2 1.477, C4 1.355, O5 1.361
4 C -2.92 -0.52 -0.39  C3 1.355, H9 1.079, H10 1.081
5 O -1.27 -0.22 1.29  C3 1.361, H11 0.979
6 H 1.09 0.12 -0.93  C1 1.093
7 H 0.47 0.99 -2.49  C1 1.092
8 H -1.38 1.71 -1.09  C2 1.097
9 H -3.45 -1.39 -0.03  C4 1.079
10 H -3.18 -0.06 -1.34  C4 1.081
11 H -0.53 0.39 1.46  O5 0.979
12 O 1.08 1.54 1.65  H13 0.972, H14 0.977
13 H 1.90 2.01 1.87  O12 0.972
14 H 0.90 1.59 0.69  O12 0.977
15 O 3.13 -2.18 0.30  H16 0.960, H17 0.949
16 H 4.00 -2.47 0.60  O15 0.960
17 H 2.51 -2.58 0.89  O15 0.949

***

d:
Molecular formula: C4H10O3
Method: DFT, wB97M-V/def2-TZVPD

Values from the calculation:
Orbital gap, eV: 10.897
Lowest unoccupied orbital energy, eV: 0.59
Net charge: 0
Molar mass, u: 106.1

Last columns: bonded neighbours and bond lengths (Å).
Atoms and positions in Å:
1 C 1.07 -1.52 -1.09  C2 1.521, H7 1.092, H8 1.093, H9 1.090
2 C -0.21 -0.71 -1.19  C1 1.521, C3 1.532, H10 1.081, H11 1.093
3 C -0.29 0.39 -0.13  C2 1.532, C4 1.493, H12 1.086, H13 1.090
4 C -1.47 1.30 -0.26  C3 1.493, O5 1.196, O6 1.360
5 O -1.49 2.38 -0.79  C4 1.196
6 O -2.57 0.74 0.30  C4 1.360, H14 0.968
7 H 1.86 -1.00 -0.53  C1 1.092
8 H 1.51 -1.73 -2.07  C1 1.093
9 H 0.91 -2.45 -0.54  C1 1.090
10 H -1.07 -1.35 -1.07  C2 1.081
11 H -0.27 -0.22 -2.17  C2 1.093
12 H -0.27 -0.06 0.85  C3 1.086
13 H 0.64 0.96 -0.17  C3 1.090
14 H -3.23 1.41 0.54  O6 0.968
15 O 1.56 0.29 2.58  H16 0.961, H17 0.964
16 H 2.28 0.91 2.43  O15 0.961
17 H 1.04 0.65 3.32  O15 0.964

***

Energy ordering: d at the bottom, the next structure 2.172 eV above.